2 unconnected molecules or ions with the total composition C6H17N2 in a non-equilibrium geometry. Source: the Open Molecules 2025 dataset; level of theory: ωB97M-V with the def2-TZVPD basis set.

Positions of all 25 atoms, in Å:
C -2.72603 -1.74355 -0.79992
C -2.08032 -1.29328 0.51762
C 0.20169 -2.09748 0.66850
N -0.59761 -1.15940 0.35692
H -2.49238 -1.06152 -1.60224
H -2.34652 -2.70723 -1.13258
H -3.79310 -1.68658 -0.66945
H -2.37431 -0.26501 0.77874
H -2.26135 -1.93803 1.38452
H 1.24916 -1.99061 0.42677
H -0.26222 -2.88292 1.25452
H -0.27383 -0.30595 -0.04884
C 1.17051 1.70266 -0.90653
C 1.50103 1.39092 0.55963
C 0.54280 1.94596 1.58716
N 2.15782 1.07994 -1.84385
H 1.20222 2.85811 -1.06753
H 0.10185 1.40416 -1.19030
H 2.45298 1.75169 0.79640
H 1.60133 0.27422 0.76785
H -0.50849 1.50342 1.36407
H 0.45787 3.07062 1.57362
H 0.82558 1.68446 2.63056
H 1.92740 1.34107 -2.80138
H 1.91420 0.07500 -1.81498

Computed properties:
LUMO energy ... -5.083 eV
HOMO energy ... -12.939 eV
Net charge ... +1
Calculated total energy ... -348.01830 Ha


A single C2H3NO molecule in a non-equilibrium geometry. Source: the Open Molecules 2025 dataset; level of theory: ωB97M-V with the def2-TZVPD basis set.

Positions of all 7 atoms, in Å:
C -0.83280 -0.03582 0.02119
O 0.22377 0.85421 0.08953
C 1.61214 0.04470 -0.00657
N 2.55359 -0.58057 0.01530
H -0.93721 -0.84709 0.69125
H -1.01962 -0.13772 -1.08055
H -1.59987 0.70230 0.26985

Computed properties:
LUMO energy ... 0.188 eV
HOMO energy ... -11.498 eV
Net charge ... 0
Calculated total energy ... -207.88755 Ha


3 unconnected molecules or ions with the total composition C5H10NO2 in a non-equilibrium geometry. Source: the Open Molecules 2025 dataset; level of theory: ωB97M-V with the def2-TZVPD basis set.

Positions of all 18 atoms, in Å:
C 0.30849 -0.12540 0.67360
C 1.59844 0.60619 0.89058
C 2.71942 0.21874 0.24290
C 2.88645 -0.98304 -0.48932
N -3.61127 0.07419 -1.11731
C -3.48137 0.32054 0.29855
O -2.53614 -0.26889 0.86578
O -4.30669 1.13282 0.76382
H -0.24506 -0.21952 1.60269
H -0.34095 0.35026 -0.06554
H 0.49435 -1.14443 0.33512
H 1.66910 1.51135 1.47668
H 2.07133 0.04510 -1.53392
H 3.58655 0.85618 0.37426
H -4.11047 0.82906 -1.55909
H 3.89172 -1.21056 -0.81716
H 2.15798 -1.76935 -0.39177
H -2.75189 -0.22326 -1.54988

Computed properties:
LUMO energy ... 2.868 eV
HOMO energy ... -3.942 eV
Net charge ... -1
Calculated total energy ... -401.68929 Ha